The following is a quantum chemistry calculation of an isolated molecule of C4H6O in a non-equilibrium geometry, from OMol25.

Structure (XYZ):
```
11
Properties=species:S:1:pos:R:3:forces:R:3
C 1.531921 1.534385 -0.894237 -0.2 1.0 -0.4
C 1.057153 0.655312 -0.029218 -0.4 -0.6 -0.3
O -0.260553 0.229816 -0.078994 1.0 0.4 0.2
C -0.579650 -0.910144 0.585607 -0.2 -1.0 0.2
C -1.778599 -1.447522 0.416482 -0.2 -0.8 0.4
H 2.578601 1.841406 -0.839929 -0.4 -0.2 0.1
H 0.883151 2.069990 -1.627293 0.6 -0.8 0.7
H 1.651001 0.143662 0.727250 0.0 0.2 -0.1
H 0.169333 -1.446856 1.217153 -0.4 1.0 -0.5
H -2.520253 -1.085662 -0.273678 0.0 0.4 -0.1
H -2.062354 -2.353248 0.956652 0.3 0.3 -0.1
```
Positions in Å, forces in eV/Å.

Output
Strongest force on any atom ... 1.17 eV/A
Calculated total energy ... -231.18334 a.u.
SMILES ... C=COC=C
Multiplicity ... 1



The following is a quantum chemistry calculation of a structure of composition C21H29F9IrNO3P2 in a non-equilibrium geometry, from OMol25.

Structure (XYZ):
```
66
Properties=species:S:1:pos:R:3:forces:R:3
C -0.971106 3.040381 -2.538141 -0.4 -0.6 0.6
C -0.950666 1.932475 -1.690448 -1.2 1.5 -1.5
N 0.157250 1.695528 -0.946949 0.4 -2.0 2.2
C 1.329204 2.268262 -1.289615 1.3 2.1 -1.3
C 1.342745 3.397262 -2.108486 0.9 -1.6 0.8
C 0.170606 3.811774 -2.726506 -0.6 1.0 -0.7
C -2.236054 1.240645 -1.323860 0.1 0.4 1.1
P -1.951674 -0.054323 -0.023809 -0.4 1.3 -0.8
Ir 0.179876 0.150551 0.696543 1.2 -3.4 -3.4
P 2.420967 0.000207 -0.142687 1.3 2.1 0.3
C 2.625501 1.752541 -0.675881 -0.6 0.5 -0.2
C 0.081976 -1.823969 1.545123 0.3 0.7 0.5
C -0.777324 -1.821105 2.632769 -0.2 -1.3 0.0
C -1.000807 -2.993036 3.350365 -0.2 0.0 0.3
C -0.367452 -4.185541 3.017839 0.4 0.2 -0.5
C 0.475618 -4.198695 1.890034 0.0 -0.1 0.2
C 0.700569 -3.041816 1.133131 -0.6 0.3 0.8
O -2.496314 -0.967821 -4.812384 0.2 0.3 0.2
O 1.298262 -1.006261 -3.906650 -1.9 -0.1 0.4
H -1.922766 3.370224 -2.945876 0.1 -0.3 -0.2
H 2.282388 3.908918 -2.272081 0.0 0.0 -0.1
H 0.155194 4.675615 -3.394157 0.0 -0.3 0.3
C -2.922241 0.796830 1.257005 -0.4 -0.4 0.6
C -2.846916 -1.538446 -0.535612 -0.2 -0.2 0.1
H 3.470430 1.885494 -1.378441 -0.4 -0.2 0.3
H 2.836585 2.390254 0.197919 0.0 -0.5 0.1
H -2.813099 0.793222 -2.085921 -0.1 -0.8 -1.5
H -2.992574 1.980362 -0.966605 0.7 -0.3 0.3
C 3.604557 -0.076332 1.235739 0.3 -0.7 0.2
C 3.288503 -0.914512 -1.492097 -0.7 -0.4 0.2
H -1.334851 -0.927718 2.884831 0.2 0.0 0.2
H -1.680397 -2.947825 4.193966 0.0 -0.1 0.0
H -0.518123 -5.092837 3.611827 0.0 0.4 -0.3
H 0.984216 -5.129777 1.613520 -0.3 0.4 0.0
H 1.330220 -3.126184 0.230244 -0.3 0.2 0.5
H 0.479426 -0.476704 -3.629743 1.7 -1.2 -0.4
H 1.071806 -1.967611 -3.824386 0.0 1.3 -0.1
H -1.611911 -0.876037 -4.468285 0.8 -0.9 0.4
H -2.569036 -0.039124 -5.018962 -1.0 0.6 -0.6
H 0.620937 -1.211238 0.039158 -0.9 0.6 -1.1
H -3.753915 1.279035 0.737840 -0.1 -0.1 0.3
H -3.290634 0.113752 2.022793 0.0 0.0 0.0
H -2.316579 1.568897 1.746828 0.0 -0.1 -0.2
H -3.926331 -1.346843 -0.506789 0.2 0.0 -0.1
H -2.560954 -1.838815 -1.552327 0.0 0.1 0.3
H -2.637148 -2.357056 0.159516 0.1 0.1 -0.1
H 4.331503 -0.570248 -1.589207 -0.5 0.2 0.2
H 3.325514 -1.967908 -1.189812 -0.1 0.0 -0.3
H 2.740985 -0.800513 -2.448224 0.3 -0.1 0.6
H 4.636546 -0.142006 0.862847 -0.3 0.2 0.0
H 3.501022 0.792933 1.903318 -0.1 -0.4 -0.2
H 3.399548 -1.009097 1.778164 0.1 0.3 0.2
F 1.736371 -0.693320 3.679858 -0.3 0.7 0.2
C 1.390653 0.474037 4.282697 0.6 -0.8 0.0
F 0.754372 0.133433 5.436628 0.7 0.4 -0.5
F 2.570725 1.094311 4.571652 0.0 -0.4 0.7
C 0.589253 1.384238 3.443116 -0.8 1.0 0.9
O 0.609851 1.433930 2.163309 0.9 -0.1 -0.8
C -2.148459 0.746405 4.832490 -2.0 0.2 1.7
F -1.754074 0.860706 6.104857 0.0 -0.1 -1.1
F -2.871324 1.830911 4.510180 0.8 -0.8 -0.1
F -2.939035 -0.349788 4.723549 0.8 0.7 -0.2
C 0.418525 2.810064 3.879270 -0.1 0.3 0.0
F 0.362051 2.997772 5.210594 -0.1 0.0 -0.5
F 1.448114 3.560377 3.384868 -0.3 0.0 0.5
F -0.705003 3.337661 3.305152 0.5 -0.2 0.7
```
Positions in Å, forces in eV/Å.

Output
Strongest force on any atom ... 4.94 eV/A
Calculated total energy ... -2783.69294 a.u.
<S²> ... 6.027
Multiplicity ... 5



The following is a quantum chemistry calculation of a structure of composition C22H23B2F4LuN7O6S in a non-equilibrium geometry, from OMol25.

Structure (XYZ):
```
66
Properties=species:S:1:pos:R:3:forces:R:3
Lu -0.378573 -0.299817 -0.139608 0.0 1.1 0.5
C 2.419898 -3.952874 -0.861969 -0.9 1.7 -0.1
C 1.441775 -2.904052 -0.308087 1.2 0.9 -1.8
N 1.066326 -1.810173 -0.929442 2.9 -2.8 -1.0
O 1.726542 -1.698937 -2.179081 -0.3 -0.3 2.2
B 1.287985 -0.572861 -2.902387 -1.7 1.4 -1.3
F 2.117133 -0.283996 -3.922126 0.0 0.0 -0.1
F 1.139005 0.656397 -2.018490 -0.2 -1.6 0.2
O -0.157326 -0.855230 -3.477696 0.0 0.8 2.6
N -0.965372 -1.067832 -2.322297 -0.5 -0.5 -2.5
C -2.163891 -1.547597 -2.584712 2.9 2.2 -0.1
C -2.629699 -1.578013 -3.961063 0.2 -1.6 -2.2
C -2.875820 -1.959085 -1.399598 0.7 0.1 2.9
N -2.307184 -1.526014 -0.259113 -3.0 -2.0 -2.5
O -2.932422 -2.021715 0.855802 1.2 0.0 0.1
B -2.102544 -1.718459 2.052074 -1.4 0.0 2.1
F -1.664698 -0.342015 1.862184 0.5 0.1 -0.5
F -2.953794 -1.823519 3.158466 1.1 0.0 -1.1
O -0.850176 -2.536398 2.326302 -0.6 1.6 -0.5
N 0.028241 -2.160011 1.335980 -0.7 -1.9 -0.8
C 0.816504 -3.119697 0.953449 0.1 0.7 3.4
C 1.185571 -4.225848 1.952005 -1.2 2.7 0.8
C -3.998656 -2.959385 -1.489878 0.0 0.4 1.1
H 2.916235 -3.435007 -1.725975 -0.2 -1.1 0.8
H 1.723510 -4.756087 -1.173149 0.8 0.0 -0.1
H 3.105640 -4.284168 -0.054156 -0.4 0.1 -0.7
H -2.951347 -0.610399 -4.397569 0.2 -0.4 0.6
H -3.433250 -2.321986 -4.078885 0.1 0.5 -0.1
H -1.758913 -1.924746 -4.614296 -1.2 0.5 0.8
H 1.940834 -3.820573 2.694930 -0.5 -0.3 -1.2
H 1.549149 -5.057811 1.435077 0.3 -1.6 -0.2
H 0.268881 -4.288424 2.582337 0.7 -1.0 -0.6
H -3.934316 -3.644683 -0.656344 0.4 -0.2 0.4
H -3.986770 -3.575384 -2.385715 -0.1 0.5 -0.2
H -4.968428 -2.494622 -1.254144 0.2 0.1 -0.7
S -0.999759 1.686143 4.199714 0.8 0.3 -0.4
C -2.038426 2.994877 3.796839 0.6 -1.0 0.3
C -1.615821 3.586730 2.656617 -1.0 1.7 -1.2
C -0.421616 3.077848 2.099746 0.1 -2.4 0.3
C 0.063472 1.979316 2.851740 -0.6 1.3 -0.6
C 1.310088 1.247444 2.540288 0.6 -2.2 0.9
C 2.350485 0.951390 3.463305 -0.5 0.5 -0.5
C 3.456916 0.220571 3.054227 -0.6 -0.4 -1.8
C 3.622906 -0.137600 1.696933 -0.9 1.1 0.2
C 2.597319 0.323066 0.847063 2.8 -1.1 -0.3
N 1.426602 0.694581 1.307916 -1.5 2.4 -0.5
H -2.893889 3.199470 4.437180 0.2 0.0 -0.4
H -2.217408 4.390462 2.182099 0.7 -0.5 0.4
H 2.313335 1.300086 4.480666 -0.2 0.2 0.1
H 4.233619 -0.032985 3.715014 0.7 -0.2 1.0
H 4.501164 -0.663857 1.299156 -0.4 0.6 0.3
H 2.838340 0.497423 -0.223050 -0.8 -1.0 0.4
C -0.516578 3.174412 -2.879715 -2.3 -1.5 -0.7
N -0.029403 3.619254 -1.586196 1.0 -0.2 0.8
C 0.830291 4.710470 -1.600406 0.2 0.5 2.3
C 1.345707 5.201959 -0.431271 -0.9 -0.6 -1.4
C 0.958622 4.664739 0.875889 1.1 1.8 2.5
O 1.276323 5.151291 1.993158 -1.0 -1.6 -3.5
N 0.127009 3.515949 0.816112 -0.2 -0.3 -0.6
C -0.238160 2.909376 -0.407612 -0.2 1.0 -0.2
O -0.811254 1.804655 -0.462414 -0.2 0.7 0.3
H -0.138384 3.784775 -3.690596 0.6 -0.1 0.2
H -1.612241 3.329472 -2.970792 0.4 0.1 0.5
H -0.437361 2.078445 -3.079891 0.7 1.0 0.3
H 1.042325 5.187789 -2.557937 -0.1 -0.4 0.3
H 1.955758 6.073458 -0.536639 0.3 0.3 0.5
```
Positions in Å, forces in eV/Å.

Output
Strongest force on any atom ... 4.37 eV/A
Calculated total energy ... -3769.91585 a.u.
Net charge ... +1
Multiplicity ... 1



The following is a quantum chemistry calculation of a cluster of 2 separate species, C15H28ClFN4O4P in total in a non-equilibrium geometry, from OMol25.

Structure (XYZ):
```
54
Properties=species:S:1:pos:R:3:forces:R:3
C -1.064407 -3.212529 0.413822 0.0 -0.2 0.0
C -1.109292 -2.171199 1.589633 -0.5 -0.8 0.3
C -2.114822 -0.968329 1.365977 2.0 -0.6 1.3
Cl -2.269247 -0.050568 2.935444 -0.1 -0.5 -1.1
N -3.434914 -1.536665 1.011201 0.3 1.0 -1.0
F -4.099596 -2.137055 2.016449 0.3 -0.1 -0.4
C -4.006708 -1.505400 -0.160792 -1.4 -0.2 -0.7
N -5.286787 -2.096878 -0.296257 1.6 0.9 -0.1
N -3.331576 -0.827103 -1.219098 -0.5 -1.0 0.5
C -2.590892 -1.712644 -2.119077 2.6 -1.0 -2.3
C -1.420855 -1.137398 -2.810375 -0.7 -2.1 -0.4
C -0.704062 -2.008556 -3.737917 -2.2 -0.2 1.5
C -1.212261 -3.367018 -3.899634 1.0 0.8 -0.3
N -2.261618 -3.936898 -3.257071 0.7 2.5 0.4
C -2.906507 -3.103957 -2.404016 -0.5 1.4 0.6
H -0.492535 -4.136372 0.707989 -0.5 1.0 0.0
H -2.102742 -3.581532 0.175640 1.1 0.4 0.1
H -0.572051 -2.825224 -0.516917 -0.6 -0.2 0.8
H -0.085319 -1.800992 1.830058 -1.0 0.1 -0.3
H -1.492120 -2.725027 2.494508 0.5 0.6 -0.8
H -1.710149 -0.243927 0.623389 -0.9 -0.7 0.2
H -5.814185 -1.680758 -1.063551 0.3 -0.4 0.0
H -5.239431 -3.115156 -0.354826 -0.3 0.3 0.4
H -3.966453 -0.250571 -1.776873 0.0 -0.1 0.4
H -1.119201 -0.077592 -2.635624 -0.3 -1.0 -0.1
H 0.176425 -1.652109 -4.318819 -0.9 -0.4 0.6
H -0.672441 -4.013222 -4.638713 -0.6 0.5 0.8
H -3.798214 -3.530505 -1.876545 1.0 0.2 -0.6
O 0.857718 0.799080 0.500580 2.0 -4.0 0.2
P 2.291177 1.288295 0.653270 -1.5 8.9 -0.6
O 2.004278 2.261960 1.946543 0.3 -0.8 0.2
C 1.770162 1.639591 3.206478 0.1 0.1 0.5
C 3.044522 1.053068 3.785684 0.1 -0.1 -0.1
O 2.184529 2.393619 -0.575767 0.5 -0.9 -0.2
C 1.483044 2.057792 -1.772070 -0.4 0.3 0.0
C 0.146949 2.777776 -1.804784 -0.1 0.1 0.0
O 3.937624 1.588452 0.748241 -1.2 -3.8 0.4
C 4.572092 2.824148 0.398883 0.9 0.8 -0.5
C 4.308841 3.961114 1.362619 -0.6 0.0 0.1
H 0.995499 0.871977 3.114255 0.0 0.0 -0.1
H 1.389890 2.411221 3.878734 0.0 0.1 -0.2
H 3.421276 0.238777 3.157937 0.0 0.0 0.1
H 2.868314 0.661357 4.788700 0.0 0.0 0.0
H 3.830654 1.807346 3.836170 -0.1 0.0 0.0
H 1.351348 0.976937 -1.861812 0.0 0.0 0.1
H 2.097240 2.380833 -2.616715 0.1 0.0 0.1
H -0.417859 2.620118 -0.885059 0.1 -0.2 0.0
H -0.457167 2.440115 -2.651484 0.0 0.1 0.0
H 0.301263 3.854976 -1.897508 0.0 -0.1 -0.1
H 4.348907 3.112558 -0.627469 -0.2 -0.1 0.1
H 5.644266 2.610920 0.415897 -0.1 -0.4 0.1
H 3.290400 4.339342 1.264837 0.0 0.0 0.0
H 4.988166 4.791478 1.159348 0.1 -0.2 -0.1
H 4.448823 3.642335 2.396482 0.1 0.0 -0.1
```
Positions in Å, forces in eV/Å.

Output
Strongest force on any atom ... 9.05 eV/A
Calculated total energy ... -2009.36574 a.u.
Net charge ... +1
Multiplicity ... 1



The following is a quantum chemistry calculation of a structure of composition C5H2 in a non-equilibrium geometry, from OMol25.

Structure (XYZ):
```
7
Properties=species:S:1:pos:R:3:forces:R:3
C -0.303133 0.434029 0.922952 -0.9 0.4 0.0
C 0.278761 -0.405987 -0.946239 -1.3 1.4 4.1
C 0.733346 0.710765 -0.085830 0.7 1.3 -0.5
C 0.397676 -0.856640 0.531361 -2.8 1.1 -0.9
C -0.974113 0.255859 -0.444177 2.2 -2.2 1.3
H -0.711825 0.996269 1.820332 1.1 -1.1 -1.3
H 0.687561 -0.901718 -1.724095 0.9 -1.0 -2.6
```
Positions in Å, forces in eV/Å.

Output
Strongest force on any atom ... 4.50 eV/A
Calculated total energy ... -191.40029 a.u.
Multiplicity ... 1



The following is a quantum chemistry calculation of an isolated molecule of C3H6O2, from OMol25.

Structure (XYZ):
```
11
Properties=species:S:1:pos:R:3:forces:R:3
O -0.811020 -1.695650 -0.927582 -0.1 0.1 -0.2
C 0.236871 -1.076200 -0.216057 0.3 0.1 0.2
C -0.276124 0.145430 0.500747 0.0 -0.2 0.1
C 0.416736 1.431204 0.438927 0.3 0.1 0.1
O -0.708189 1.174167 -0.389328 -0.1 0.1 -0.1
H -1.198404 -1.005909 -1.484800 0.0 -0.2 0.0
H 0.615686 -1.815401 0.496602 0.0 0.1 -0.1
H 1.064833 -0.788580 -0.883476 -0.2 0.0 0.1
H -0.967183 -0.042990 1.323468 0.1 0.0 -0.1
H 1.371840 1.503994 -0.081345 -0.2 0.0 0.1
H 0.254955 2.169935 1.222844 0.0 -0.1 -0.1
```
Positions in Å, forces in eV/Å.

Output
Strongest force on any atom ... 0.37 eV/A
Calculated total energy ... -268.33158 a.u.
SMILES ... OC[C@H]1CO1
Multiplicity ... 1